Entry 1:
The following is a quantum chemistry calculation of a 4-piece molecular cluster, C6H19NO4 overall, from OMol25.

Values from the calculation:
- LUMO level (eV) = 0.3
- structure (SMILES) = C=CC[C@H](C)NCO.O.O.O
- largest force on an atom (hartree/bohr) = 0.03557

The geometry in ORCA input format:
```
! wB97M-V def2-TZVPD RIJCOSX def2/J DEFGRID3
* xyz 0 1
O 2.67566 -1.82197 1.84086
O -2.96404 -1.33084 -1.27645
O -1.44168 -0.32032 2.49588
O 1.59643 0.28509 3.31232
N -0.66488 -0.60437 -0.92378
C 1.95596 0.31109 -2.34917
C 0.57246 1.47274 -0.56459
C 1.84267 1.07553 -1.27003
C -0.73662 0.84133 -1.06192
C -1.88314 1.41831 -0.17267
C -1.54046 -1.42375 -1.65081
H -3.03224 -1.58378 -0.34977
H 2.07614 -0.32724 3.88866
H 2.70523 1.57711 -0.84738
H -1.30227 -2.48102 -1.52786
H 1.96382 -2.29651 1.38872
H -1.59220 -1.18569 -2.71651
H -1.96265 0.70304 0.63967
H -0.67790 -0.85112 0.05917
H -0.93898 1.15384 -2.08942
H 2.94534 0.13907 -2.75429
H -1.39910 -1.04528 3.12905
H -2.82631 1.44747 -0.70869
H 3.19586 -1.50905 1.08070
H 1.70978 -0.08934 2.42800
H 1.05531 -0.10000 -2.78286
H -0.78520 0.32177 2.79603
H -1.63429 2.43292 0.15717
H 0.62181 1.24004 0.49840
H 0.46551 2.55092 -0.66844
*
```

Entry 2:
The following is a quantum chemistry calculation of a 11-piece molecular cluster, C5H33NO10S2 overall, from OMol25.

Values from the calculation:
- LUMO level (eV) = 0.0
- structure (SMILES) = CCCSO.NCCS.O.O.O.O.O.O.O.O.O
- largest force on an atom (hartree/bohr) = 0.06328

The geometry in ORCA input format:
```
! wB97M-V def2-TZVPD RIJCOSX def2/J DEFGRID3
* xyz 0 1
S 3.19812 -1.26713 1.63018
S -3.07539 -3.50448 0.77146
O -2.59817 -0.07292 0.71434
O -3.43783 -0.25570 -2.47511
O -1.10731 1.42626 -0.95856
O 3.46491 -1.67692 -1.54985
O 2.97387 0.91676 -2.16398
O -2.33641 1.24843 3.33821
O -4.24207 2.27962 0.13331
O 4.63678 -1.62600 0.89578
O 0.52239 0.04562 -3.16963
O -2.76163 3.19926 -1.97297
N -0.11914 -2.13054 -0.20956
C -0.63123 -3.50074 -0.36972
C 2.55713 1.43181 2.12495
C 2.67286 2.68610 1.25229
C 3.73146 0.41141 1.99028
C -1.29497 -4.00166 0.92586
H -3.09819 -2.29833 1.39158
H -4.25056 3.04273 0.71860
H -0.33280 0.87141 -0.80423
H 3.43141 -0.71024 -1.65039
H 0.15057 -4.19411 -0.76229
H 2.82969 1.91794 3.07441
H -1.05484 -5.04905 0.98704
H -3.50477 0.26536 0.64659
H 0.80513 -2.07052 0.17006
H -1.84453 0.93445 -0.54104
H -2.11451 2.16766 3.15850
H 3.38668 1.28024 -2.96196
H -3.70497 2.57780 -0.64331
H -0.22536 0.63108 -2.98965
H -0.81828 -1.58315 0.30262
H 2.57919 -2.01825 -1.40224
H -1.29585 -3.53479 -1.25023
H 1.61304 0.92436 2.27031
H 2.39002 3.56312 1.83820
H -2.25071 0.56624 1.36862
H 2.16507 2.62376 0.26075
H -3.44327 0.08567 -3.37628
H 4.39597 0.47521 2.82437
H 3.73053 2.84744 0.99091
H -3.09635 2.41048 -2.44552
H -0.95184 -3.61164 1.93113
H -4.22056 -0.83395 -2.48565
H 2.04108 0.90257 -2.44667
H -2.66111 1.13140 4.23526
H 0.39920 -0.69257 -2.55370
H 4.40896 -1.83404 -0.02779
H -1.85510 2.88298 -1.75869
H 4.24367 0.71958 1.02339
*
```

Entry 3:
The following is a quantum chemistry calculation of C43H52CrFGeN3O2 as an isolated structure, from OMol25.

Values from the calculation:
- LUMO level (alpha / beta) (eV) = 0.4 / 0.3
- largest force on an atom (hartree/bohr) = 0.01306

The geometry in ORCA input format:
```
! wB97M-V def2-TZVPD RIJCOSX def2/J DEFGRID3
* xyz 0 5
Ge -3.42898 -1.37052 4.52012
Cr 0.08754 0.46908 0.65760
F 0.97354 -1.29657 -0.92728
O -1.72196 -0.39003 1.15543
O 0.12979 -0.99421 2.14844
N 1.98299 0.94097 0.21864
N -0.56427 0.33160 -2.57966
N -1.04173 0.68393 -1.28463
C -2.18969 2.58062 3.72783
C -2.26055 -3.71906 5.84124
C 2.67702 1.87519 1.04356
C -8.09935 -0.67131 5.01795
C -6.22988 -2.11927 4.59249
C -1.11352 2.77300 4.58598
C 0.08989 3.92170 0.49742
C -2.49995 0.33871 4.59079
C 4.04164 0.60785 -1.09402
C 4.24928 2.20198 2.85188
C -2.86069 -2.47522 6.02207
C 4.04811 3.56911 2.80617
C -7.23189 0.40305 5.14079
C 2.89402 -1.64153 -2.24808
C -2.87588 1.37593 3.73484
C -3.14985 -2.37692 2.85124
C 5.32426 -0.47732 1.93058
C -0.65695 0.33643 -4.96015
C 3.58210 1.34492 1.98514
C -2.76506 0.44701 -3.62329
C 3.17003 4.09112 1.87221
C -3.07874 -2.02974 7.32725
C -5.34291 -1.04721 4.70724
C 1.53984 3.98209 0.01636
C 2.74472 0.25125 -0.68735
C 2.22762 -0.89120 -1.31426
C -1.43377 0.55368 5.46027
C -1.31421 0.90966 -3.71008
C 4.73798 -0.13497 -2.03744
C -1.88242 -4.49724 6.92916
C -7.59628 -1.93651 4.74459
C 4.17861 -1.25973 -2.62531
C -2.10199 -4.03707 8.21786
C -2.70264 -2.80060 8.41693
C -1.72280 -2.52258 2.28576
C 3.83765 -0.15293 2.08536
C 3.29625 -0.73048 3.38880
C 2.47653 3.27343 0.98180
C -1.24402 2.43927 -3.75038
C -1.07097 -1.23963 1.85695
C -5.86329 0.21449 4.98700
C 1.68889 3.57035 -1.44816
C -0.74923 1.76322 5.46259
H 2.21760 -0.62524 3.44175
H -3.54056 -3.38016 3.03701
H 5.73672 -0.02841 1.02567
H 2.40849 -2.51582 -2.66145
H -1.51016 1.58975 -1.27181
H -7.61926 1.39038 5.35909
H -1.81600 2.82799 -4.59431
H -3.29445 0.90853 -2.78736
H 4.93867 1.78727 3.57833
H 1.16619 2.64013 -1.65910
H 4.58099 4.22474 3.48316
H 3.30325 -0.64504 1.27490
H -1.04354 -3.00180 2.99106
H 5.73481 0.18026 -2.31988
H -0.56058 3.70561 4.56791
H -5.85380 -3.11680 4.38860
H -0.73096 -0.75091 -4.96368
H 3.53355 -1.79489 3.45857
H -1.65868 2.89774 -2.84820
H -1.80753 -4.64053 9.06699
H -5.19731 1.06318 5.09369
H -0.23288 2.89387 0.66891
H 1.81563 5.03954 0.07039
H 2.73655 3.42230 -1.71187
H 4.72810 -1.83944 -3.35360
H -0.21110 2.77377 -3.85523
H 5.90259 -0.11506 2.78408
H -2.08010 -4.09639 4.84093
H 0.40135 0.60592 -4.99978
H 1.28285 4.35223 -2.09375
H -1.75991 -3.14639 1.38749
H 3.74016 -0.22860 4.25279
H -3.79278 -1.91637 2.10044
H 0.07993 1.91056 6.13892
H -2.49834 3.37321 3.05831
H -8.26890 -2.78015 4.65421
H -3.29710 0.71784 -4.53585
H -2.81018 -0.63689 -3.50597
H -1.11963 -0.23353 6.13669
H -0.59747 4.37536 -0.22165
H 0.40938 0.61270 -2.62267
H 3.01910 5.16387 1.81916
H -1.13660 0.72785 -5.85800
H -3.70389 1.23780 3.04797
H -9.16532 -0.52577 5.13840
H 4.49674 1.48594 -0.65263
H -0.02222 4.43064 1.45504
H -1.41654 -5.46134 6.76870
H -2.87920 -2.43963 9.42230
H -1.73018 -0.00518 -0.99471
H -3.55397 -1.06928 7.49905
H 5.46929 -1.55735 1.86863
*
```

Entry 4:
The following is a quantum chemistry calculation of one molecule with the formula C25H29N5O4, from OMol25.

Values from the calculation:
- LUMO level (eV) = 0.5
- structure (SMILES) = COCCN(C(=O)CN1CCc2ccccc2C1)c1c(N)n(Cc2ccccc2)c(=O)[nH]c1=O
- largest force on an atom (hartree/bohr) = 0.01683

The geometry in ORCA input format:
```
! wB97M-V def2-TZVPD RIJCOSX def2/J DEFGRID3
* xyz 0 1
O -0.10455 1.91614 -3.08158
O -3.14081 3.11700 -0.76821
O -3.82949 -1.18598 -0.68864
O -0.30765 -3.58307 0.83924
N 0.50270 0.73117 -0.57948
N 0.11377 -1.47319 0.09467
N -2.03470 -2.34890 0.06434
N -1.38321 1.47870 1.63649
N -2.17829 1.11467 -1.17394
C -2.72377 1.69486 1.12665
C -1.70352 -0.13122 -0.68069
C 3.57373 -0.82471 -0.85531
C 1.93368 -2.06596 -2.08703
C 0.45409 -0.95154 3.69824
C 2.42093 0.90359 3.16411
C -1.10264 0.97271 -3.41486
C 0.11342 0.25080 3.09003
C 2.69020 -1.92313 -3.23641
C -0.36087 -0.28482 -0.40074
C -0.72232 -2.54617 0.37204
C -2.36700 1.24944 -2.60817
C 1.76486 -1.22563 4.04057
C -2.70534 2.06260 -0.35425
C 0.77658 2.48718 2.13410
C -1.31775 0.53515 2.73084
C 4.33432 -0.68995 -2.00407
C 1.53301 -1.65093 0.36123
C 3.89097 -1.23313 -3.19794
C 1.10381 1.19079 2.82054
C -0.72769 2.71661 2.00879
C 2.75393 -0.29301 3.77143
C 2.36625 -1.51333 -0.88690
C 1.07286 1.75935 -3.83156
C -2.63487 -1.19546 -0.46626
H 1.76055 2.53542 -3.50181
H -0.31830 -1.67947 3.89981
H -0.73102 -0.04646 -3.21897
H 0.87776 1.87906 -4.90302
H 1.23049 3.31812 2.67963
H -1.81008 -0.39422 2.42913
H -1.34499 1.04571 -4.48466
H 1.49149 0.55412 -0.59026
H 1.62888 -2.66473 0.76619
H 0.15815 1.51427 -1.12151
H -1.84357 0.91124 3.63215
H 3.78092 -0.49894 4.03488
H -0.92557 3.46045 1.23487
H 1.52450 0.77219 -3.66447
H -2.69579 2.27723 -2.77673
H -2.65513 -3.12908 0.24998
H -3.25495 2.49608 1.66333
H 2.34449 -2.35544 -4.16364
H 3.91925 -0.39949 0.07690
H 3.18979 1.63444 2.95348
H 1.85593 -0.94371 1.13064
H -3.14915 0.55637 -2.93801
H 4.48077 -1.12300 -4.09520
H 1.21938 2.46907 1.13506
H -1.12798 3.10331 2.96409
H -3.30754 0.77643 1.22420
H 1.00267 -2.61356 -2.11600
H 2.01541 -2.16390 4.51130
H 5.27240 -0.15695 -1.96734
*
```

no.,DFT total energy (eV)
1,-16209.354
2,-49355.262
3,-141657.292
4,-42038.507